No. 1
{
  "formula": "C3H5NO2",
  "method": "the ωB97M-V functional and the def2-TZVPD basis",
  "smiles": "[H]/N=C/OC(=C)O",
  "homo_energy_ev": -9.0,
  "spin_multiplicity": 1,
  "molar_mass_g_mol": 87.08,
  "orbital_gap_ev": 9.771,
  "total_charge": 0,
  "fmax_ev_per_a": 3.60,
  "symbols": ["H", "N", "C", "O", "C", "C", "O", "H", "H", "H", "H"],
  "coordinates": [[1.80480, -0.26230, 2.23925], [1.10941, -0.29034, 1.50498], [1.41256, 0.25175, 0.42426], [0.68548, 0.38190, -0.66285], [-0.73024, 0.07102, -0.69906], [-1.46005, -0.52356, 0.22925], [-1.23023, 0.46430, -1.89157], [2.46027, 0.60992, 0.08792], [-1.04108, -0.80004, 1.17483], [-2.49659, -0.72236, 0.02638], [-0.51433, 0.81970, -2.43339]],
  "mulliken_charge": [0.229, -0.529, 0.138, -0.333, 0.501, -0.781, -0.484, 0.291, 0.333, 0.278, 0.357]
}


No. 2
{
  "formula": "C3H5NO2",
  "method": "the ωB97M-V functional and the def2-TZVPD basis",
  "smiles": "O=C1NC[C@@H]1O",
  "homo_energy_ev": -10.0,
  "spin_multiplicity": 1,
  "molar_mass_g_mol": 87.08,
  "orbital_gap_ev": 10.737,
  "total_charge": 0,
  "fmax_ev_per_a": 0.89,
  "symbols": ["O", "C", "N", "C", "C", "O", "H", "H", "H", "H", "H"],
  "coordinates": [[-1.19901, -1.70265, -0.93881], [-0.67427, -0.69789, -0.53034], [-0.48937, 0.53595, -1.07038], [0.34930, 1.08610, -0.02031], [0.00638, -0.30002, 0.77844], [0.85978, -1.21587, 1.37626], [-0.58530, 0.80211, -2.03378], [-0.10533, 1.94346, 0.48703], [1.32889, 1.41231, -0.39862], [-0.74889, -0.04657, 1.53026], [1.23170, -1.81463, 0.71460]],
  "mulliken_charge": [-0.599, 0.186, -0.102, -0.556, 0.285, -0.520, 0.221, 0.211, 0.282, 0.259, 0.331]
}


No. 3
{
  "formula": "C3H5NO2",
  "method": "the ωB97M-V functional and the def2-TZVPD basis",
  "homo_energy_ev": -10.4,
  "spin_multiplicity": 1,
  "molar_mass_g_mol": 87.08,
  "orbital_gap_ev": 11.314,
  "total_charge": 0,
  "fmax_ev_per_a": 4.39,
  "symbols": ["C", "C", "C", "N", "O", "O", "H", "H", "H", "H", "H"],
  "coordinates": [[2.37991, -0.37604, -0.35204], [0.18553, -0.26127, -0.98668], [-1.19515, 0.22997, 0.88564], [1.32596, 0.48874, -0.52767], [1.86324, -0.06134, 0.71370], [-0.56656, -0.73253, 0.04128], [0.45711, -1.15172, -1.43713], [-1.83200, 0.95703, 0.37673], [-0.11714, 0.48299, -1.75798], [-2.00607, -0.28039, 1.38139], [-0.49482, 0.70456, 1.66277]],
  "mulliken_charge": [0.024, -0.231, -0.696, -0.221, -0.089, -0.341, 0.423, 0.312, 0.276, 0.294, 0.250]
}


No. 4
{
  "formula": "C3H5NO2",
  "method": "the ωB97M-V functional and the def2-TZVPD basis",
  "smiles": "[H]/N=C/O[C@@H]1CO1",
  "homo_energy_ev": -10.4,
  "spin_multiplicity": 1,
  "molar_mass_g_mol": 87.08,
  "orbital_gap_ev": 11.423,
  "total_charge": 0,
  "fmax_ev_per_a": 0.50,
  "symbols": ["H", "N", "C", "O", "C", "C", "O", "H", "H", "H", "H"],
  "coordinates": [[-2.83006, -0.43674, 0.38759], [-2.02766, 0.08090, 0.73985], [-1.01059, -0.65578, 0.75028], [0.16646, -0.15341, 1.24813], [1.11376, 0.07056, 0.26715], [0.86972, 0.80577, -0.96734], [0.88093, -0.62788, -0.93620], [-0.92667, -1.69580, 0.42109], [2.10192, 0.10859, 0.72468], [-0.07438, 1.31724, -1.13664], [1.73656, 1.18656, -1.49860]],
  "mulliken_charge": [0.261, -0.586, 0.165, -0.396, 0.125, -0.427, -0.415, 0.369, 0.391, 0.249, 0.265]
}


No. 5
{
  "formula": "C3H5NO2",
  "method": "the ωB97M-V functional and the def2-TZVPD basis",
  "smiles": "[H]/N=C/OCC=O",
  "homo_energy_ev": -9.7,
  "spin_multiplicity": 1,
  "molar_mass_g_mol": 87.08,
  "orbital_gap_ev": 10.667,
  "total_charge": 0,
  "fmax_ev_per_a": 0.99,
  "symbols": ["H", "N", "C", "O", "C", "C", "O", "H", "H", "H", "H"],
  "coordinates": [[2.39248, 0.91592, 1.00668], [1.62003, 0.25756, 0.94153], [1.32477, 0.08525, -0.27194], [0.41972, -0.85727, -0.68655], [-0.78609, -0.87378, 0.04880], [-1.40256, 0.51993, -0.13373], [-0.72362, 1.46846, -0.45382], [1.73901, 0.60515, -1.14200], [-0.63963, -1.13914, 1.11137], [-1.44505, -1.62772, -0.40186], [-2.49907, 0.64562, -0.01848]],
  "mulliken_charge": [0.242, -0.665, 0.241, -0.393, -0.476, 0.164, -0.440, 0.379, 0.301, 0.287, 0.361]
}


No. 6
{
  "formula": "C3H5NO2",
  "method": "the ωB97M-V functional and the def2-TZVPD basis",
  "smiles": "NC(=O)O.C#C",
  "homo_energy_ev": -10.2,
  "spin_multiplicity": 1,
  "molar_mass_g_mol": 87.08,
  "orbital_gap_ev": 10.792,
  "total_charge": 0,
  "fmax_ev_per_a": 2.83,
  "symbols": ["N", "C", "O", "O", "H", "H", "H", "C", "C", "H", "H"],
  "coordinates": [[-0.63957, 0.45414, 0.92456], [-0.14987, 1.36504, 0.09793], [0.47313, 1.03256, -0.93178], [-0.59191, 2.61905, 0.26703], [-1.21541, 0.74004, 1.69708], [-0.41996, -0.55807, 0.58463], [-0.24815, 3.17477, -0.44764], [0.52801, -1.66897, -0.60095], [0.76388, -2.83418, -0.41282], [0.66912, -0.44607, -0.92308], [0.83073, -3.87831, -0.25497]],
  "mulliken_charge": [-0.356, 0.795, -0.678, -0.476, 0.194, 0.188, 0.337, -0.954, 0.050, 0.469, 0.431]
}


No. 7
{
  "formula": "C3H5NO2",
  "method": "the ωB97M-V functional and the def2-TZVPD basis",
  "smiles": "[H]/N=C/OCC=O",
  "homo_energy_ev": -10.3,
  "spin_multiplicity": 1,
  "molar_mass_g_mol": 87.08,
  "orbital_gap_ev": 10.500,
  "total_charge": 0,
  "fmax_ev_per_a": 0.66,
  "symbols": ["H", "N", "C", "O", "C", "C", "O", "H", "H", "H", "H"],
  "coordinates": [[2.84924, 0.95339, 0.24067], [2.33640, 0.09508, 0.43387], [1.29430, 0.07509, -0.26916], [0.49304, -1.02569, -0.26191], [-0.86427, -0.88686, 0.12552], [-1.42890, 0.52926, 0.02534], [-0.99877, 1.44178, 0.68989], [0.97873, 0.85309, -0.97431], [-0.95803, -1.18916, 1.17708], [-1.44732, -1.57369, -0.49306], [-2.26711, 0.69322, -0.68157]],
  "mulliken_charge": [0.268, -0.583, 0.148, -0.414, -0.160, -0.056, -0.426, 0.382, 0.229, 0.293, 0.319]
}


No. 8
{
  "formula": "C3H5NO2",
  "method": "the ωB97M-V functional and the def2-TZVPD basis",
  "homo_energy_ev": -9.3,
  "spin_multiplicity": 1,
  "molar_mass_g_mol": 87.08,
  "orbital_gap_ev": 10.033,
  "total_charge": 0,
  "fmax_ev_per_a": 0.81,
  "symbols": ["O", "C", "N", "C", "C", "O", "H", "H", "H", "H", "H"],
  "coordinates": [[-1.53981, -0.33266, 1.30284], [-0.49163, -0.39186, 0.45937], [0.82183, -0.76037, 0.88696], [0.60644, 0.51171, 0.09467], [0.34609, 0.02412, -1.31784], [-0.74235, -0.81976, -0.85633], [0.85914, -0.47186, 1.86625], [-2.03669, 0.39844, 0.93112], [1.01972, 1.45717, 0.42834], [1.14383, -0.57144, -1.75908], [-0.02738, 0.78500, -2.01098]],
  "mulliken_charge": [-0.506, 0.775, -0.640, -0.409, -0.327, -0.419, 0.264, 0.348, 0.416, 0.245, 0.253]
}


No. 9
{
  "formula": "C3H5NO2",
  "method": "the ωB97M-V functional and the def2-TZVPD basis",
  "homo_energy_ev": [-7.7, -9.8],
  "spin_multiplicity": 3,
  "molar_mass_g_mol": 87.08,
  "s2": 2.018,
  "orbital_gap_ev": [8.459, 7.306],
  "total_charge": 0,
  "fmax_ev_per_a": 3.03,
  "symbols": ["C", "C", "C", "N", "O", "O", "H", "H", "H", "H", "H"],
  "coordinates": [[-0.40461, 0.40086, 0.58190], [-1.15784, -0.04904, 1.67574], [1.05360, 0.13884, -1.42807], [0.14265, -0.45293, -0.40881], [-0.16034, -1.65365, -0.57543], [-1.52021, 0.61908, 2.61071], [-0.06211, 1.34664, 0.71653], [-1.51462, -1.07009, 1.71829], [0.39645, 0.07218, -2.36952], [2.03320, -0.47691, -1.50818], [1.19383, 1.12504, -1.01316]],
  "lowdin_spin": [0.505, 0.099, 0.019, 0.442, 0.592, 0.295, 0.027, -0.002, 0.013, 0.010, 0.000]
}


No. 10
{
  "formula": "C3H5NO2S",
  "method": "the ωB97M-V functional and the def2-TZVPD basis",
  "smiles": "CN(C=O)OC=S",
  "homo_energy_ev": -9.4,
  "spin_multiplicity": 1,
  "molar_mass_g_mol": 119.14,
  "orbital_gap_ev": 9.284,
  "total_charge": 0,
  "fmax_ev_per_a": 2.75,
  "symbols": ["C", "N", "C", "O", "O", "C", "S", "H", "H", "H", "H", "H"],
  "coordinates": [[1.43216, -0.39174, 0.20939], [0.10876, 0.07228, -0.25119], [-0.19819, 0.02450, -1.64035], [0.63844, -0.11332, -2.49937], [-0.97018, -0.42826, 0.44219], [-1.42860, 0.53610, 1.25630], [-2.82366, 0.26521, 2.02964], [2.13293, 0.05032, -0.46141], [1.50914, -1.49258, 0.29208], [1.57452, 0.00537, 1.21052], [-1.24337, 0.02389, -1.80163], [-0.73195, 1.44824, 1.21383]],
  "mulliken_charge": [-0.829, 0.046, -0.022, -0.497, -0.182, 0.065, -0.260, 0.331, 0.301, 0.310, 0.418, 0.319]
}